(1)
Density functional theory data (ωB97M-V/def2-TZVPD) for a cluster of 2 separate species, C2H2BrF3O in total in a non-equilibrium geometry.

Properties
ΔE to the lowest compared entry with this formula, charge and spin = 98.4 kcal per mole
largest force on an atom = 4.30 eV Å⁻¹
HOMO-LUMO gap (spin up / spin down) = 7.886 / 10.113 eV

```
! RIJCOSX wB97M-V def2-TZVPD def2/J DEFGRID3
* xyz 0 1
C -0.4542 0.4911 -0.0019
C 0.5147 -0.5911 -0.5662
O -0.0234 1.5169 0.6661
F -0.0149 -1.7139 -1.0643
F 1.2940 -0.1585 -1.5580
F 1.2405 -0.9820 0.4569
Br -2.0545 0.8687 -1.0575
H -1.1748 -0.5589 1.9527
H 0.6725 1.1277 1.1722
*
```

natural (NBO) population analysis, charges in e, atoms 1 to 8: atom 1 (C): 0.152, atom 2 (C): 0.889, atom 3 (O): -0.640, atom 4 (F): -0.307, atom 5 (F): -0.313, atom 6 (F): -0.316, atom 7 (Br): 0.069, atom 8 (H): -0.033

=====

(2)
Density functional theory data (ωB97M-V/def2-TZVPD) for an isolated molecule of C2H2BrFO in a non-equilibrium geometry.

Properties
SMILES = C=C(F)OBr
ΔE to the lowest compared entry with this formula, charge and spin = 37.7 kcal per mole
largest force on an atom = 4.11 eV Å⁻¹
HOMO-LUMO gap = 8.842 eV

```
! RIJCOSX wB97M-V def2-TZVPD def2/J DEFGRID3
* xyz 0 1
C -0.4039 -0.0131 -0.4283
C -1.6307 -0.3546 0.0304
F -1.9529 -1.6686 0.1614
O -2.5689 0.4844 0.5491
Br -4.2655 0.1601 -0.0811
H 0.4693 -0.6191 -0.4119
H -0.2395 0.9515 -0.2394
*
```

Partial atomic charges computed with the natural (NBO) method, in multiples of e: atom 1 (C): -0.537, atom 2 (C): 0.670, atom 3 (F): -0.333, atom 4 (O): -0.565, atom 5 (Br): 0.333, atom 6 (H): 0.228, atom 7 (H): 0.205

=====

(3)
Density functional theory data (ωB97M-V/def2-TZVPD) for a structure of composition C2H2BrFO in a non-equilibrium geometry.

Properties
ΔE to the lowest compared entry with this formula, charge and spin = 4.0 kcal per mole
largest force on an atom = 4.10 eV Å⁻¹
HOMO-LUMO gap = 10.935 eV

```
! RIJCOSX wB97M-V def2-TZVPD def2/J DEFGRID3
* xyz 0 1
C -2.9370 -0.1949 0.8266
C -1.9778 1.4819 0.5833
O -1.3693 1.7485 -0.3832
F -2.1933 2.3407 1.6289
Br -2.7364 -0.9902 -0.9050
H -2.3289 -0.7378 1.5661
H -3.9615 -0.1422 1.1213
*
```

Partial atomic charges computed with the natural (NBO) method, in multiples of e: atom 1 (C): -0.543, atom 2 (C): 0.883, atom 3 (O): -0.510, atom 4 (F): -0.343, atom 5 (Br): 0.060, atom 6 (H): 0.227, atom 7 (H): 0.226

=====

(4)
Density functional theory data (ωB97M-V/def2-TZVPD) for a structure of composition C2H2BrI3 in a non-equilibrium geometry.

Properties
largest force on an atom = 2.72 eV Å⁻¹
HOMO-LUMO gap (spin up / spin down) = 7.707 / 6.766 eV

```
! RIJCOSX wB97M-V def2-TZVPD def2/J DEFGRID3
* xyz 0 3
C -1.6183 0.6743 -0.0176
C 2.2546 -0.9455 0.8588
Br -2.3098 -0.3304 -1.6006
I 2.3619 -2.2758 -0.8029
I -0.3882 -0.5326 1.2139
I 2.9467 0.8972 0.3802
H -0.7871 1.3163 -0.3839
H -2.4599 1.1966 0.3521
*
```

Partial atomic charges computed with the natural (NBO) method, in multiples of e: atom 1 (C): -0.612, atom 2 (C): -0.590, atom 3 (Br): -0.002, atom 4 (I): 0.211, atom 5 (I): 0.284, atom 6 (I): 0.255, atom 7 (H): 0.229, atom 8 (H): 0.225

=====

(5)
Density functional theory data (ωB97M-V/def2-TZVPD) for an isolated molecule of C2H2BrIO in a non-equilibrium geometry.

Properties
SMILES = O=C(I)CBr
ΔE to the lowest compared entry with this formula, charge and spin = 21.4 kcal per mole
largest force on an atom = 4.03 eV Å⁻¹
HOMO-LUMO gap = 9.187 eV

```
! RIJCOSX wB97M-V def2-TZVPD def2/J DEFGRID3
* xyz 0 1
O 2.0448 2.0431 -1.1490
C 1.4531 1.0592 -1.3306
I 0.3896 0.4737 -3.1665
C 1.3174 -0.2343 0.0306
Br 1.2659 0.6549 1.7000
H 2.2534 -0.5945 -0.2008
H 0.4327 -0.8797 0.0556
*
```

Partial atomic charges computed with the natural (NBO) method, in multiples of e: atom 1 (O): -0.492, atom 2 (C): 0.472, atom 3 (I): 0.020, atom 4 (C): -0.515, atom 5 (Br): 0.057, atom 6 (H): 0.214, atom 7 (H): 0.243

=====

(6)
Density functional theory data (ωB97M-V/def2-TZVPD) for an isolated molecule of C2H2BrN in a non-equilibrium geometry.

Properties
SMILES = BrC1=NC1
ΔE to the lowest compared entry with this formula, charge and spin = 89.0 kcal per mole
largest force on an atom = 9.53 eV Å⁻¹
HOMO-LUMO gap (spin up / spin down) = 9.201 / 8.714 eV

```
! RIJCOSX wB97M-V def2-TZVPD def2/J DEFGRID3
* xyz 0 1
Br -2.4156 0.5448 -0.2139
C -0.7521 0.0372 0.2272
N 0.0112 -1.2708 -0.1142
C 0.7436 0.0652 0.1079
H 1.0810 0.3954 -0.9376
H 1.3319 0.2283 0.9306
*
```

Partial atomic charges computed with the natural (NBO) method, in multiples of e: atom 1 (Br): 0.228, atom 2 (C): -0.030, atom 3 (N): -0.283, atom 4 (C): -0.282, atom 5 (H): 0.175, atom 6 (H): 0.191

=====

(7)
Density functional theory data (ωB97M-V/def2-TZVPD) for an isolated molecule of C2H2BrN3O in a non-equilibrium geometry.

Properties
SMILES = On1nncc1Br
ΔE to the lowest compared entry with this formula, charge and spin = 17.8 kcal per mole
largest force on an atom = 5.49 eV Å⁻¹
HOMO-LUMO gap = 10.032 eV

```
! RIJCOSX wB97M-V def2-TZVPD def2/J DEFGRID3
* xyz 0 1
O -0.7001 1.5926 -1.1865
N -0.3559 0.6376 -0.2704
N 0.4698 0.8685 0.6823
N 0.6203 -0.1315 1.4406
C -0.0472 -1.2058 0.9327
C -0.6966 -0.8633 -0.1974
Br -2.0850 -1.3894 -1.3705
H -1.2471 1.2380 -1.9319
H 0.1817 -2.1184 1.5512
*
```

natural (NBO) population analysis, charges in e, atoms 1 to 8: atom 1 (O): -0.496, atom 2 (N): 0.110, atom 3 (N): -0.018, atom 4 (N): -0.252, atom 5 (C): -0.140, atom 6 (C): -0.077, atom 7 (Br): 0.118, atom 8 (H): 0.503

=====

(8)
Density functional theory data (ωB97M-V/def2-TZVPD) for a cluster of 2 separate species, C2H2BrNO2 in total in a non-equilibrium geometry.

Properties
SMILES = C#C[N+](=O)[O-].Br
ΔE to the lowest compared entry with this formula, charge and spin = 134.0 kcal per mole
largest force on an atom = 5.32 eV Å⁻¹
HOMO-LUMO gap = 9.501 eV

```
! RIJCOSX wB97M-V def2-TZVPD def2/J DEFGRID3
* xyz 0 1
C 1.6936 -0.3719 -1.1723
C 1.0242 0.5602 -0.7156
N 0.9079 1.7624 -0.0608
O -0.0908 2.4054 -0.1662
O 1.8980 2.1630 0.4816
H 1.6847 -1.3567 -1.3913
Br -2.5311 0.3940 0.3066
H -1.6986 1.4212 0.8478
*
```

Partial atomic charges computed with the natural (NBO) method, in multiples of e: atom 1 (C): -0.080, atom 2 (C): 0.054, atom 3 (N): 0.472, atom 4 (O): -0.353, atom 5 (O): -0.318, atom 6 (H): 0.229, atom 7 (Br): -0.217, atom 8 (H): 0.213

=====

(9)
Density functional theory data (ωB97M-V/def2-TZVPD) for the ion C2H2BrO2S with charge -1 in a non-equilibrium geometry.

Properties
SMILES = O=C([O-])[C@H](S)Br
ΔE to the lowest compared entry with this formula, charge and spin = 21.6 kcal per mole
largest force on an atom = 2.81 eV Å⁻¹
HOMO-LUMO gap = 7.765 eV

```
! RIJCOSX wB97M-V def2-TZVPD def2/J DEFGRID3
* xyz -1 1
O -0.6691 1.6316 1.3546
C -0.0847 1.7315 0.3118
O 0.0546 2.5286 -0.5740
C 0.7480 0.2532 -0.2016
S -0.2070 -1.1422 0.3875
Br 2.6873 -0.2296 0.0870
H 0.4464 0.2014 -1.2538
H -0.4235 -0.6504 1.6884
*
```

Partial atomic charges computed with the natural (NBO) method, in multiples of e: atom 1 (O): -0.716, atom 2 (C): 0.843, atom 3 (O): -0.715, atom 4 (C): -0.561, atom 5 (S): -0.097, atom 6 (Br): -0.114, atom 7 (H): 0.206, atom 8 (H): 0.153

=====

(10)
Density functional theory data (ωB97M-V/def2-TZVPD) for a structure of composition C2H2BrO2S2 in a non-equilibrium geometry.

Properties
ΔE to the lowest compared entry with this formula, charge and spin = 48.3 kcal per mole
largest force on an atom = 2.32 eV Å⁻¹
HOMO-LUMO gap = 6.270 eV

```
! RIJCOSX wB97M-V def2-TZVPD def2/J DEFGRID3
* xyz -1 1
C 2.5703 -0.0393 1.0001
C -1.1776 0.2291 -0.8836
O 2.2215 1.0448 0.8764
O 3.0695 -1.0859 1.0688
S -2.5116 -0.8373 -1.2107
S -1.9032 1.5203 0.0758
Br 0.2306 -1.1545 0.4196
H -1.7266 -1.6362 -1.8094
H -0.7729 1.9590 0.4631
*
```

natural (NBO) population analysis, charges in e, atoms 1 to 8: atom 1 (C): 1.044, atom 2 (C): -0.529, atom 3 (O): -0.541, atom 4 (O): -0.552, atom 5 (S): -0.043, atom 6 (S): -0.071, atom 7 (Br): -0.525, atom 8 (H): 0.106

=====

(11)
Density functional theory data (ωB97M-V/def2-TZVPD) for the ion C2H2BrO3P with charge -2 in a non-equilibrium geometry.

Properties
SMILES = C=C(Br)P(=O)([O-])[O-]
ΔE to the lowest compared entry with this formula, charge and spin = 12.5 kcal per mole
largest force on an atom = 7.97 eV Å⁻¹
HOMO-LUMO gap = 5.058 eV

```
! RIJCOSX wB97M-V def2-TZVPD def2/J DEFGRID3
* xyz -2 1
C 1.4734 0.7824 0.0696
C -0.0916 0.5804 0.0459
Br -1.0412 2.2089 -0.0407
P -0.9623 -1.0979 -0.0224
O -1.5872 -1.0279 -1.4086
O -1.9408 -1.0406 1.1357
O 0.1874 -2.0683 0.1347
H 1.8986 1.7706 -0.0038
H 2.0637 -0.1078 0.0897
*
```

natural (NBO) population analysis, charges in e, atoms 1 to 8: atom 1 (C): -0.566, atom 2 (C): -0.398, atom 3 (Br): -0.061, atom 4 (P): 2.364, atom 5 (O): -1.229, atom 6 (O): -1.235, atom 7 (O): -1.234, atom 8 (H): 0.149

=====

(12)
Density functional theory data (ωB97M-V/def2-TZVPD) for a structure of composition C2H2CdFLiO2 in a non-equilibrium geometry.

Properties
ΔE to the lowest compared entry with this formula, charge and spin = 84.8 kcal per mole
largest force on an atom = 5.89 eV Å⁻¹
HOMO-LUMO gap (spin up / spin down) = 5.624 / 5.610 eV

```
! RIJCOSX wB97M-V def2-TZVPD def2/J DEFGRID3
* xyz 0 1
F 0.9719 -1.5348 0.5321
C 0.2411 -0.3108 0.3479
C -1.0784 -0.4672 0.9091
H -1.8906 -0.6719 0.2014
H -1.1605 -1.1668 1.7613
O 1.2342 0.5662 1.7016
O 1.2080 2.0156 1.3395
Li 0.0080 1.1145 -4.9218
Cd 0.4664 0.4552 -1.8711
*
```

natural (NBO) population analysis, charges in e, atoms 1 to 8: atom 1 (F): -0.401, atom 2 (C): 0.003, atom 3 (C): -0.313, atom 4 (H): 0.174, atom 5 (H): 0.174, atom 6 (O): -0.297, atom 7 (O): -0.204, atom 8 (Li): 0.479